83
Properties=species:S:1:pos:R:3:forces:R:3 method="wB97M-V/def2-TZVPD" smiles="CC(=O)N(C)c1ccc(P(=N)(O)O)c2c1C(=O)NC2=O.COC[C@@H](C)N.COC[C@@H](C)N.COC[C@@H](C)N" orbital_gap_ev=7.45
C -2.797041 -0.874735 -4.579151 0.6 0.1 -0.2
C -2.041384 -0.274003 -5.738775 0.0 -0.3 -0.4
O -2.537687 -0.198362 -6.823091 -0.3 0.4 -0.4
N -0.705296 0.231294 -5.547808 0.4 0.0 1.1
C -0.673346 1.672491 -5.217031 -0.7 -0.2 -0.7
C 0.149183 -0.628316 -4.805555 -0.1 -0.2 -0.2
C 0.802619 -1.638133 -5.517692 -0.1 -0.1 0.3
C 1.649159 -2.536191 -4.887375 -0.1 -0.1 0.1
C 1.908254 -2.480804 -3.516984 0.5 0.2 0.2
P 2.957265 -3.719983 -2.678642 -1.4 -0.6 1.0
N 2.123357 -4.587466 -1.706341 0.1 0.1 -0.5
O 4.177707 -2.939933 -2.026715 0.1 0.1 -0.5
O 3.671704 -4.591692 -3.800879 0.5 0.6 -0.5
C 1.278210 -1.461120 -2.807429 -0.1 -0.1 -0.2
C 0.396676 -0.585155 -3.436492 -0.2 0.4 -0.1
C -0.173548 0.324278 -2.379339 1.0 -0.4 -0.3
O -1.180431 0.962010 -2.343539 -0.5 0.5 -0.2
N 0.741540 0.206624 -1.327557 -0.7 -0.1 1.2
C 1.345819 -1.056461 -1.349801 0.1 0.3 -1.4
O 1.795905 -1.632735 -0.416999 0.4 -0.3 0.7
H -3.332108 -0.068389 -4.087569 0.0 0.1 0.2
H -3.502031 -1.594101 -4.971156 -0.2 -0.1 0.0
H -2.111197 -1.340434 -3.882203 -0.1 -0.1 0.3
H 0.205374 1.929592 -4.643906 0.2 0.0 0.1
H -1.571756 1.965317 -4.680921 0.0 0.1 0.4
H -0.686653 2.227052 -6.150417 0.2 0.1 -0.1
H 0.625383 -1.714551 -6.579024 0.0 0.1 -0.1
H 2.121242 -3.302268 -5.485310 0.1 0.0 -0.1
H 1.158758 -4.286747 -1.689781 -0.1 -0.1 0.3
H 4.102618 -2.001702 -2.238610 0.3 0.0 0.2
H 3.007995 -5.010095 -4.359390 0.0 -0.4 0.2
H 0.434418 0.507087 -0.407592 0.0 0.1 -0.1
C 1.362304 5.416955 2.177537 0.1 -0.1 0.1
O 1.273367 4.056815 1.786398 -0.1 0.1 0.0
C 0.427501 3.798224 0.683305 -0.1 -0.2 0.0
C 1.080176 3.985350 -0.692925 0.2 0.2 0.1
C 1.212647 5.444156 -1.115764 -0.1 0.1 -0.1
N 2.396996 3.344616 -0.772266 -0.2 -0.2 0.1
H 0.406625 5.933619 2.049624 0.0 0.0 0.0
H 2.141304 5.942357 1.620858 -0.1 0.1 0.0
H 1.630430 5.438280 3.233525 0.0 0.0 0.0
H 0.144905 2.744957 0.781045 0.0 0.0 0.0
H -0.497859 4.383662 0.767537 0.0 0.1 0.0
H 0.424926 3.493224 -1.419540 0.0 -0.1 0.1
H 2.005849 5.956447 -0.571743 0.0 0.0 0.1
H 1.457573 5.506149 -2.175675 0.0 0.0 0.0
H 0.279785 5.987879 -0.953780 0.0 0.0 0.0
H 2.287787 2.353067 -0.576632 0.1 0.0 -0.1
H 2.956429 3.688389 0.004031 0.0 0.1 -0.1
C -2.722302 0.725779 4.783866 0.2 -0.1 0.0
O -1.638811 1.238266 4.031590 -0.1 0.0 0.0
C -1.836267 2.526786 3.483600 0.1 0.1 -0.2
C -1.510417 3.687505 4.432859 -0.1 -0.1 0.3
C -2.587986 3.947973 5.479896 -0.1 0.1 0.0
N -0.221890 3.502253 5.103865 0.1 0.0 -0.2
H -3.684264 1.028873 4.360068 0.0 0.0 0.0
H -2.667650 1.038060 5.829489 -0.1 0.0 0.0
H -2.656122 -0.361545 4.754901 0.0 0.0 0.0
H -1.141568 2.592085 2.643172 0.0 -0.1 0.0
H -2.851093 2.615777 3.072423 0.0 0.0 0.1
H -1.433808 4.587100 3.813000 0.0 0.0 -0.1
H -2.586524 3.190782 6.263700 0.0 -0.1 0.0
H -2.417327 4.910218 5.961950 0.0 0.0 0.0
H -3.581440 3.969960 5.026809 0.0 0.0 0.0
H 0.507105 3.423156 4.398217 0.0 0.1 0.0
H -0.234776 2.589312 5.550550 0.0 0.0 0.1
C -1.571159 -6.265727 2.710443 0.1 -0.2 -0.1
O -0.905700 -6.125788 1.471539 -0.1 0.1 0.1
C -0.602346 -4.795598 1.096204 0.1 0.1 -0.2
C 0.700566 -4.233922 1.684429 0.1 -0.2 0.3
C 0.577586 -3.818134 3.147211 0.0 0.1 0.0
N 1.824606 -5.160784 1.546680 -0.2 -0.1 -0.2
H -2.271076 -5.442940 2.885992 0.0 0.0 0.0
H -0.863655 -6.327391 3.541048 -0.1 0.1 0.1
H -2.133001 -7.199332 2.678107 0.0 0.0 0.0
H -0.494535 -4.822486 0.007627 0.0 -0.1 0.0
H -1.453529 -4.135987 1.318429 0.0 0.0 0.1
H 0.942555 -3.336957 1.110618 0.0 0.0 -0.1
H 0.543693 -4.678388 3.816336 0.0 0.0 0.0
H 1.439581 -3.217931 3.437039 0.0 0.0 0.0
H -0.320835 -3.218361 3.314592 0.0 0.0 0.0
H 1.982975 -5.356228 0.559564 0.2 0.2 0.0
H 1.537964 -6.052895 1.941729 0.0 0.0 0.1


88
Properties=species:S:1:pos:R:3:forces:R:3 method="wB97M-V/def2-TZVPD" smiles="CCOP(=O)(OCC)OCC.CCOP(=O)(OCC)OCC.O=C1OCCO1.O=C1OCCO1.O=C1OCCO1.CC#N" orbital_gap_ev=9.96 relative_energy_kj_mol=0.00
C 2.222629 -1.145133 2.802650 0.3 -0.1 0.5
C 3.491259 -0.783177 2.083331 -0.1 0.2 -1.0
O 4.429969 -0.216662 3.018146 -0.2 0.1 0.1
P 5.899467 -0.753646 3.031410 0.2 0.2 -0.1
O 6.056012 -2.207868 3.098891 0.2 -0.1 0.0
O 6.541502 -0.063819 1.752429 -0.1 -0.4 0.0
C 7.701556 -0.681294 1.156250 0.2 0.7 -0.5
C 7.355950 -1.894737 0.311101 0.2 -0.5 0.4
O 6.548397 0.064175 4.223010 -0.1 -0.2 0.1
C 6.857665 -0.649207 5.429347 0.3 -0.2 0.5
C 8.333718 -1.010342 5.496672 0.0 0.9 0.4
H 2.435107 -1.912028 3.549937 -0.1 0.0 -0.1
H 1.846359 -0.273573 3.337781 -0.1 0.0 -0.1
H 1.458741 -1.514782 2.124400 0.0 0.1 -0.1
H 3.933084 -1.616944 1.528074 0.1 -0.2 0.5
H 3.326621 -0.033325 1.301516 -0.1 0.2 0.3
H 8.126393 0.121608 0.549611 -0.1 -0.1 -0.1
H 8.452672 -0.902301 1.917473 -0.2 -0.1 0.1
H 6.328331 -1.848376 -0.044019 0.0 0.1 0.0
H 8.015123 -2.014243 -0.548487 0.1 0.2 0.0
H 7.463905 -2.791758 0.921877 -0.2 0.0 -0.1
H 6.640982 0.024620 6.258757 -0.2 0.1 -0.1
H 6.228532 -1.528774 5.558338 -0.1 0.0 -0.3
H 8.877872 -0.096668 5.759759 0.1 -0.1 -0.2
H 8.497417 -1.697366 6.326381 0.0 -0.2 -0.2
H 8.751512 -1.375822 4.563055 -0.2 -0.3 0.0
C -1.000932 -3.479904 -3.582920 -0.5 0.1 -0.2
C -2.037335 -2.566670 -2.950382 0.9 -0.4 0.4
O -2.196985 -1.395672 -3.779141 -0.4 -0.1 0.0
P -3.513345 -0.552750 -3.584937 -0.3 0.1 -0.8
O -4.283474 -0.807222 -2.370209 -0.1 0.2 0.3
O -4.312779 -0.798700 -4.941758 0.3 -0.4 0.0
C -5.727291 -0.718744 -5.080181 -1.0 0.3 0.5
C -6.502086 -1.748242 -4.258978 0.0 0.3 -0.4
O -2.932529 0.900899 -3.789848 0.6 0.3 0.1
C -3.662048 2.129882 -3.632931 -0.2 -0.4 0.1
C -3.905162 2.787738 -4.968783 -0.9 -0.6 -0.4
H -0.032104 -2.986746 -3.543723 0.1 -0.2 -0.1
H -1.000282 -4.432970 -3.054309 0.3 0.1 0.2
H -1.240333 -3.738464 -4.615749 -0.1 0.3 0.0
H -2.962751 -3.097281 -2.731571 -0.3 0.3 -0.4
H -1.633273 -2.223898 -1.993191 -0.2 0.0 0.0
H -6.084150 0.278747 -4.785986 0.2 0.0 -0.1
H -5.956230 -0.814166 -6.139495 0.3 -0.2 -0.1
H -7.523532 -1.821390 -4.637765 0.1 0.0 -0.2
H -6.020073 -2.719182 -4.362764 -0.1 -0.1 0.3
H -6.584950 -1.419868 -3.227593 0.3 -0.3 0.1
H -4.617548 1.904556 -3.149807 0.0 0.1 0.1
H -3.070587 2.744192 -2.954315 0.0 0.1 -0.1
H -4.557284 3.655073 -4.844593 0.4 0.3 0.1
H -3.012430 2.984599 -5.554790 0.1 0.3 0.2
H -4.524734 2.116989 -5.576923 0.2 -0.1 0.0
O -0.719092 -0.027346 4.810140 0.3 0.2 0.3
C -1.179300 0.967592 4.362317 -0.6 -0.4 -0.4
O -1.276808 1.210407 3.031558 0.6 0.4 -0.1
C -2.009441 2.403150 2.786607 -0.4 0.1 -0.2
C -2.308817 2.951356 4.193482 -0.9 -1.0 -0.3
O -1.793629 1.940755 5.066494 0.6 0.4 0.1
H -1.486341 3.135461 2.167902 0.5 -0.3 0.1
H -2.890680 2.092163 2.219250 -0.2 0.2 0.3
H -3.383523 2.928448 4.375079 0.0 0.5 0.0
H -1.886304 3.931792 4.379192 0.2 0.0 0.2
O -0.882287 5.629390 0.288915 0.4 0.0 0.4
C -1.903404 5.744927 -0.289621 -0.4 -0.1 -0.8
O -2.453750 4.752389 -1.046717 -0.1 -0.2 0.4
C -3.698349 5.168338 -1.598494 0.1 1.0 -0.1
C -3.909609 6.571038 -0.969944 -0.4 -0.4 -0.3
O -2.660341 6.859043 -0.363613 0.1 0.0 0.4
H -3.581619 5.246648 -2.679578 -0.1 -0.2 0.0
H -4.495007 4.482140 -1.325472 0.1 -0.2 -0.1
H -4.710108 6.554964 -0.229171 0.2 0.0 0.2
H -4.138580 7.352756 -1.689049 0.1 -0.1 -0.1
O 0.776958 -6.014424 2.780410 0.1 -0.1 -0.1
C 0.401477 -5.352146 1.869208 0.0 0.3 0.3
O 0.394193 -5.742247 0.581225 -0.4 -0.1 -0.2
C -0.199519 -4.730591 -0.261464 1.0 0.0 1.0
C -0.545305 -3.597446 0.728076 0.2 -0.6 0.3
O -0.061479 -4.087472 1.989653 -0.1 -0.2 -0.1
H 0.615355 -4.448457 -0.923250 -0.4 0.1 -0.5
H -1.077367 -5.158202 -0.731888 0.1 0.0 -0.3
H -1.624350 -3.493485 0.820760 0.0 0.4 -0.1
H -0.019792 -2.667935 0.538871 -0.3 0.2 -0.2
C -0.884767 1.733981 -1.291238 -0.5 -0.5 0.3
C -0.277503 0.604977 -0.593703 0.1 -0.3 0.1
N 0.163361 -0.284081 -0.013256 0.0 0.2 -0.3
H -0.206735 2.160628 -2.022925 0.1 0.3 0.2
H -1.247623 2.425183 -0.533118 0.3 0.4 -0.2
H -1.766502 1.376954 -1.821671 0.1 -0.1 -0.1


Computed DFT total energy (Ha) in order:
-2175.20503 -2920.14732